DFT (the ωB97M-V functional and the def2-TZVPD basis) results for a molecular structure, C54H30F15GeN3O3OsP2S5 at a distorted geometry.

Geometry (Å):
Os 16.47640 14.29510 9.20420
S 17.34440 13.26695 12.67119
P 18.74740 13.60865 11.33010
C 18.21133 13.88274 9.68242
P 19.01197 13.81337 8.12519
S 17.20110 14.13803 6.97806
C 20.05389 15.14259 7.56165
C 20.61796 15.00836 6.30996
C 21.47119 16.00010 5.83832
C 21.72549 17.13418 6.62325
C 20.98731 17.35747 7.78578
C 20.13938 16.39211 8.24345
C 19.72316 12.30591 7.44930
C 19.00915 11.26532 6.86886
C 19.67529 10.16602 6.39591
C 21.08357 10.13770 6.44566
C 21.81488 11.18434 7.00083
C 21.10969 12.27807 7.50771
C 19.78627 12.13372 11.60896
C 20.49327 12.02756 12.83044
C 21.30124 10.93192 13.07397
C 21.29831 9.84776 12.18568
C 20.55165 9.94075 10.97941
C 19.77528 11.06342 10.71364
C 19.78798 14.98817 11.89636
C 21.03000 15.22586 11.30116
C 21.81337 16.30773 11.75981
C 21.34316 17.13995 12.73653
C 20.10148 16.88170 13.36394
C 19.34458 15.81745 12.93187
H 20.40966 14.10847 5.72302
H 21.94909 15.92906 4.86679
H 22.43642 17.87434 6.33625
H 21.13943 18.32007 8.29655
H 19.57921 16.47275 9.17667
H 17.92494 11.38460 6.71267
H 19.15558 9.33856 5.96550
H 21.58414 9.23902 6.07776
H 22.90529 11.17130 7.07062
H 21.67337 13.08221 7.96253
H 20.27377 12.77260 13.63968
H 21.81536 10.90625 14.03805
H 21.70793 8.89461 12.46817
H 20.54375 9.06523 10.33986
H 19.11131 11.09363 9.83573
H 21.38201 14.61549 10.44439
H 22.80104 16.40673 11.39039
H 21.89822 17.99938 13.10128
H 19.77923 17.49179 14.17649
H 18.46114 15.45856 13.45860
O 16.37455 16.53793 11.81785
C 16.41554 17.01905 10.67521
N 16.57865 16.24792 9.48471
S 16.17874 17.13843 8.04644
O 17.31760 17.22381 7.14103
O 14.90126 16.64079 7.56996
C 16.07715 18.61104 8.97852
C 16.26556 19.90808 8.37182
C 16.56597 20.96266 9.22021
C 16.61437 20.82307 10.61045
C 16.55230 19.56913 11.13458
C 16.27473 18.40024 10.31264
H 16.15811 20.03334 7.30634
H 16.77657 21.92888 8.78651
H 16.82571 21.66191 11.25898
H 16.69950 19.41176 12.20918
F 13.19965 11.04337 11.12657
C 12.36314 10.89387 10.06172
C 11.71346 11.93752 9.45672
C 10.78288 11.54410 8.48201
F 9.90076 12.49889 7.98620
C 10.64362 10.25337 7.99908
F 9.89270 9.86464 6.91736
C 11.48373 9.27988 8.54326
F 11.54037 8.05450 7.99093
C 12.28634 9.54648 9.63100
F 12.94484 8.52639 10.23332
Ge 12.13961 13.82834 9.99315
S 14.30374 14.30812 10.51491
C 11.80565 15.15618 8.53940
C 11.91009 14.87541 7.18374
F 12.48812 13.72168 6.75834
C 11.44832 15.78346 6.21641
F 11.47778 15.42557 4.91212
C 11.05612 17.06528 6.56157
F 10.49794 17.90239 5.65997
C 11.05812 17.39606 7.90962
F 10.72906 18.63472 8.26441
C 11.43972 16.46946 8.86824
F 11.54675 16.92916 10.13092
C 10.69979 14.03901 11.37998
C 10.93146 13.68373 12.70930
F 12.16140 13.28358 13.10999
C 9.94517 13.70007 13.71525
F 10.19328 13.26532 14.97329
C 8.71811 14.24231 13.42070
F 7.73283 14.20463 14.36519
C 8.44776 14.69807 12.13352
F 7.25801 15.33215 11.91780
C 9.42341 14.52957 11.14063
F 9.04938 14.87734 9.88869
C 15.32946 8.85552 7.76943
N 15.80025 9.34977 9.04883
C 16.21250 8.58481 10.11685
C 16.42759 9.41854 11.16312
N 16.17180 10.73220 10.73547
C 15.85277 10.69199 9.41443
S 15.50812 12.04632 8.41110
H 15.26142 7.74808 7.84443
H 16.04132 9.02286 6.92845
H 14.40135 9.37547 7.51866
H 16.26872 7.48848 9.96767
H 16.48081 9.24681 12.23097
H 16.32106 11.60381 11.26952

Cartesian forces (eV/Å) of the 3 atoms listed first:
Os -6.21 -0.72 -0.10
S -0.74 0.18 -0.32
P 0.05 -0.50 1.65

Properties
**⟨S²⟩**: 6.020
**Maximum force**: 6.26 eV/A
**Total energy**: -239592.17643 eV
**2S+1**: 5
**Orbital gap (alpha / beta)**: 0.2269 / 0.2303 Eh

Atomic partial charges in e from the Löwdin method, atoms 1 to 4: number 1, Os, carries 0.911; number 2, S, carries 0.345; number 3, P, carries 0.427; number 4, C, carries -0.805